C16H34Br10N2O2 | ωB97M-V/def2-TZVPD

SMILES: CN(C)C=O.CN(C)C=O.BrCCBr.BrCCBr.BrCCBr.BrCCBr.BrCCBr
orbital gap: 0.3383 Eh
LUMO: 0.01 eV
E_HOMO: -9.20 eV
total energy: -724642.99550 eV
ΔE to the lowest compared entry with this formula, charge and spin: 34.2 kcal per mole
spin multiplicity: 1

Geometry (Å):
C -3.06 -8.11 15.69
O -3.56 -8.65 14.73
N -1.82 -8.27 16.22
C -1.26 -7.57 17.37
C -0.95 -9.34 15.64
H -3.59 -7.32 16.24
H -2.04 -6.99 17.86
H -0.43 -6.90 17.14
H -0.92 -8.29 18.11
H 0.08 -9.00 15.52
H -0.92 -10.18 16.34
H -1.33 -9.72 14.69
C -5.74 -10.26 16.44
O -5.48 -10.66 17.54
N -6.77 -9.40 16.21
C -7.09 -8.97 14.86
C -7.66 -9.10 17.34
H -5.11 -10.41 15.55
H -8.06 -9.45 14.72
H -6.41 -9.28 14.06
H -7.06 -7.89 14.94
H -7.54 -9.71 18.24
H -7.71 -8.02 17.46
H -8.66 -9.38 17.01
Br -3.68 -6.16 24.50
C -5.64 -6.58 24.51
C -6.03 -8.07 24.37
Br -7.94 -8.15 23.73
H -6.14 -5.95 23.78
H -5.98 -6.09 25.43
H -5.80 -8.58 25.30
H -5.48 -8.59 23.59
Br -4.27 0.33 18.69
C -4.32 -1.61 18.16
C -2.93 -2.19 18.02
Br -1.96 -1.02 16.66
H -4.88 -1.61 17.23
H -4.95 -2.14 18.87
H -2.80 -3.18 17.59
H -2.34 -2.00 18.92
Br -1.55 -3.54 22.31
C -3.39 -3.77 21.63
C -4.33 -3.14 22.73
Br -6.17 -2.94 22.12
H -3.72 -4.81 21.56
H -3.55 -3.20 20.71
H -4.00 -2.16 23.08
H -4.38 -3.75 23.63
Br -3.32 -7.65 20.55
C -5.15 -7.80 19.77
C -5.88 -6.45 19.89
Br -4.94 -5.13 18.69
H -5.70 -8.62 20.22
H -5.07 -7.90 18.69
H -5.81 -6.05 20.90
H -6.90 -6.51 19.52
Br -8.84 -8.87 20.19
C -8.45 -10.80 20.49
C -7.54 -10.98 21.71
Br -7.05 -12.86 22.04
H -7.90 -11.16 19.62
H -9.38 -11.38 20.47
H -8.15 -10.74 22.58
H -6.64 -10.38 21.65

CH11NO4 | ωB97M-V/def2-TZVPD

orbital gap (alpha / beta): 0.1025 / 0.3543 Eh
LUMO (alpha / beta): 3.89 / 3.84 eV
E_HOMO (alpha / beta): 1.10 / -5.80 eV
total energy: -10893.86346 eV
ΔE to the lowest compared entry with this formula, charge and spin: 29.2 kcal per mole
spin multiplicity: 2
charge: -1

Geometry (Å):
C 0.52 1.44 -1.29
N -0.21 1.17 -2.37
H 0.38 0.78 -0.43
H 1.48 1.97 -1.36
H 0.26 1.72 -3.09
H -0.96 2.42 1.74
H 0.28 1.61 2.07
O -0.02 2.51 1.89
H 0.55 -0.94 3.05
H 0.67 -1.37 1.58
O 0.32 -0.67 2.15
H -2.46 -1.17 -0.61
H -1.59 -0.34 -1.63
O -1.58 -1.06 -0.96
H 0.31 -2.07 -0.32
H 1.01 -3.41 -0.46
O 1.03 -2.60 0.05

C39H84N4O5 | ωB97M-V/def2-TZVPD

orbital gap (alpha / beta): 0.2414 / 0.1045 Eh
LUMO (alpha / beta): -2.90 / -6.62 eV
E_HOMO (alpha / beta): -9.47 / -9.47 eV
total energy: -57987.50894 eV
ΔE to the lowest compared entry with this formula, charge and spin: 0.0 kcal per mole
spin multiplicity: 2
charge: +1

Geometry (Å):
C 19.70 8.55 18.41
C 20.30 8.57 19.78
C 19.26 8.38 20.84
O 21.13 7.35 19.88
H 19.38 9.54 18.09
H 18.84 7.92 18.18
H 20.52 8.40 17.71
H 20.92 9.48 19.78
H 18.97 7.35 21.02
H 18.49 9.07 20.48
H 19.68 8.63 21.81
H 20.48 6.78 20.30
C 23.03 10.00 21.96
C 24.33 10.55 22.60
C 25.00 11.22 21.36
C 26.13 12.18 21.80
C 25.65 13.15 22.83
C 25.01 12.47 24.07
N 23.99 11.50 23.68
O 23.32 10.91 24.71
C 26.17 11.95 25.01
C 24.27 13.66 24.81
C 25.24 9.33 23.15
H 23.24 9.41 21.07
H 22.27 10.73 21.71
H 22.41 9.32 22.55
H 25.62 10.39 21.02
H 24.34 11.52 20.55
H 26.61 12.73 20.99
H 26.87 11.58 22.32
H 24.81 13.61 22.30
H 26.34 13.94 23.14
H 25.69 11.45 25.86
H 26.86 11.32 24.44
H 26.79 12.74 25.44
H 23.84 13.38 25.78
H 24.98 14.46 25.03
H 23.48 13.97 24.12
H 24.94 8.91 24.11
H 26.29 9.61 23.26
H 25.10 8.54 22.42
H 22.46 11.34 24.72
C 21.46 7.75 25.94
C 21.15 6.46 25.13
C 22.41 5.70 24.67
C 23.14 4.81 25.69
C 22.15 3.76 26.27
C 20.76 4.42 26.82
N 20.30 5.55 25.90
O 19.06 6.17 26.34
C 19.68 3.41 26.78
C 20.91 5.01 28.26
C 20.51 6.86 23.78
H 20.62 8.44 26.01
H 22.27 8.33 25.50
H 21.71 7.60 26.99
H 22.35 5.28 23.67
H 23.16 6.45 24.43
H 23.46 5.40 26.55
H 24.04 4.44 25.20
H 22.67 3.13 26.99
H 21.81 3.06 25.51
H 19.80 2.54 27.43
H 18.68 3.79 26.96
H 19.62 2.99 25.78
H 19.99 5.56 28.49
H 21.06 4.19 28.96
H 21.74 5.72 28.35
H 20.17 5.98 23.23
H 21.07 7.62 23.24
H 19.54 7.27 24.04
H 18.29 5.73 25.97
C 16.81 9.58 16.63
C 15.46 9.05 17.28
C 15.92 7.86 18.22
C 14.93 7.40 19.36
C 14.38 8.67 20.07
C 13.93 9.93 19.21
N 14.85 10.18 18.01
O 14.57 11.32 17.24
C 12.47 9.61 18.79
C 13.97 11.15 20.08
C 14.56 8.42 16.17
H 17.52 8.75 16.50
H 17.39 10.15 17.35
H 16.71 10.16 15.71
H 16.13 6.93 17.69
H 16.83 8.10 18.77
H 15.42 6.68 20.01
H 14.14 6.82 18.88
H 15.18 8.94 20.76
H 13.59 8.37 20.75
H 11.80 9.47 19.64
H 11.98 10.35 18.15
H 12.34 8.69 18.21
H 13.63 10.82 21.06
H 14.99 11.53 20.13
H 13.21 11.85 19.73
H 13.98 9.16 15.61
H 13.81 7.89 16.75
H 15.06 7.69 15.53
H 15.26 11.97 17.40
C 20.32 2.88 22.20
C 19.86 3.19 20.74
C 19.97 1.80 20.12
C 19.05 1.59 18.86
C 17.68 2.01 19.17
C 17.50 3.44 19.61
N 18.43 3.62 20.75
O 18.15 4.83 21.41
C 17.68 4.41 18.38
C 16.00 3.43 20.10
C 20.78 4.13 20.06
H 19.57 2.30 22.74
H 20.42 3.78 22.80
H 21.28 2.37 22.31
H 20.97 1.67 19.70
H 19.84 0.98 20.81
H 18.96 0.53 18.62
H 19.40 2.05 17.94
H 17.37 1.32 19.95
H 16.97 1.85 18.35
H 16.81 4.44 17.72
H 17.68 5.44 18.71
H 18.61 4.25 17.83
H 15.85 2.68 20.88
H 15.67 4.40 20.47
H 15.33 3.21 19.26
H 20.79 5.14 20.47
H 20.55 4.02 18.99
H 21.82 3.86 20.20
H 17.84 4.49 22.26